[1]
Entry from the OMol25 dataset: a structure of composition C35H17AsBeF22GeNO4S (the ωB97M-V functional and the def2-TZVPD basis).

As for the HOMO-LUMO gap (spin up / spin down): 4.38 / 7.25 eV. The net charge is -2. Its electronic energy is -234635.983 eV. For the HOMO energy (spin up / spin down), the calculation gives -0.688 / -3.551 eV. The relative energy (zero: lowest compared OMol25 entry of this formula, charge and spin) is 0.000 eV. The lowest unoccupied orbital energy (spin up / spin down) comes out at 0.136 / 0.136 Eh. Its multiplicity is 2. The calculation puts the maximum force at 0.00236 Eh/bohr.

Structure (XYZ):
```
83
C35H17AsBeF22GeNO4S (the ωB97M-V functional and the def2-TZVPD basis)
As -4.885 4.292 1.734
Ge 2.806 0.927 -3.058
S 1.082 1.674 -3.975
F 6.555 -2.828 -2.911
F -4.277 5.132 3.110
F 2.298 -1.541 2.545
F -6.476 4.927 1.955
F -4.443 5.638 0.733
F 2.025 -1.206 -5.417
F -7.090 -2.294 1.364
F 4.777 5.649 -1.790
F 5.457 -4.328 -4.900
F -3.192 3.657 1.473
F 0.778 -2.388 0.454
F 7.428 3.130 -4.751
F 3.192 -3.494 -6.133
F 6.995 5.411 -3.332
F 5.404 -0.515 -2.187
F -5.356 3.425 0.312
F 1.079 -1.273 -1.960
F 4.318 1.671 -0.177
F 3.008 3.627 -1.656
F 4.013 0.543 2.211
F -5.213 2.917 2.708
F 5.681 1.121 -4.638
O -2.030 1.913 -1.965
O -3.351 0.999 0.994
O -1.025 2.171 1.378
O 0.545 1.100 2.532
N -1.936 -2.079 3.336
C -1.143 -1.008 3.045
C 1.785 -0.757 -0.936
C -1.560 0.040 2.294
C 2.383 -0.922 1.367
C -2.719 4.053 -1.597
C -1.587 0.576 -1.607
C 2.663 0.290 -1.163
C -0.589 1.167 2.075
C -4.074 -3.221 3.172
C 4.986 4.519 -2.476
C -3.606 -4.320 4.091
C -2.888 0.023 1.746
C 3.136 -1.552 -4.766
C 4.816 -1.232 -3.163
C 4.283 2.278 -3.107
C -2.384 2.723 -1.041
C -5.817 -2.236 1.850
C 1.626 -1.360 0.298
C 5.416 2.211 -3.892
C 3.727 -2.746 -5.157
C 4.880 -3.178 -4.531
C -5.042 -1.147 1.529
C -1.350 -3.242 3.988
C -5.388 -3.270 2.650
C -2.394 -3.878 4.901
C -3.719 -1.082 2.031
C 6.336 3.242 -3.978
C 4.092 3.465 -2.418
C 6.118 4.401 -3.261
C 5.434 -2.414 -3.521
C 3.392 0.704 -0.064
C 3.265 0.124 1.186
C -3.253 -2.155 2.851
C -0.797 -4.222 2.956
C 3.662 -0.759 -3.761
Be -2.472 2.261 0.753
H -2.700 -3.138 5.645
H -0.920 0.280 -2.410
H -5.423 -0.336 0.926
H -0.143 -1.017 3.456
H -6.052 -4.091 2.888
H -2.042 4.773 -1.126
H -0.525 -2.869 4.600
H 0.003 -3.757 2.382
H -3.365 -5.224 3.519
H -1.579 -4.525 2.258
H -3.715 4.335 -1.249
H -0.403 -5.115 3.450
H -2.462 -0.064 -1.531
H -2.634 4.099 -2.682
H -1.058 0.615 -0.657
H -1.947 -4.722 5.432
H -4.422 -4.598 4.764
```

***

[2]
Entry from the OMol25 dataset: a structure of composition C35H19ClF5N2NaO3S3 (the ωB97M-V functional and the def2-TZVPD basis).

As for the HOMO-LUMO gap: 6.18 eV. The net charge is -2. Its electronic energy is -108760.175 eV. For the HOMO energy, the calculation gives -2.293 eV. The lowest unoccupied orbital energy comes out at 0.143 Eh. The calculation puts the maximum force at 0.01402 Eh/bohr.

Structure (XYZ):
```
69
C35H19ClF5N2NaO3S3 (the ωB97M-V functional and the def2-TZVPD basis)
Cl -8.024 -0.386 -0.840
S 3.387 -3.627 -0.954
S 0.780 -3.079 -2.956
S 0.699 -5.454 1.548
Na -0.232 0.053 0.273
F 3.390 1.375 2.706
F 6.055 1.288 2.441
F 2.937 0.333 -1.922
F 7.223 0.717 0.030
F 5.614 0.243 -2.135
O -2.390 0.246 0.627
O 0.096 -1.894 -0.170
O 1.753 0.888 0.520
N -0.224 3.262 -0.522
N -2.701 2.870 0.400
C 5.273 1.062 1.361
C -4.220 -1.196 0.172
C -0.930 4.373 -0.185
C 2.739 -2.373 1.152
C -6.329 -0.187 -0.407
C -0.373 -4.966 -1.708
C 1.010 3.405 -0.906
C -2.999 5.294 0.656
C 0.012 -4.290 -3.880
C -5.775 1.061 -0.336
C 3.677 0.579 -0.822
C -2.448 6.593 0.569
C 3.008 0.865 0.404
C -4.430 1.229 0.027
C 2.172 -3.006 0.085
C 3.900 1.111 1.483
C -0.567 -5.235 -3.089
C -3.591 0.098 0.314
C 5.872 0.767 0.149
C -0.389 5.667 -0.261
C -2.276 4.188 0.280
C 0.951 5.784 -0.703
C 4.648 -3.039 0.036
C 0.081 -3.939 1.014
C 0.647 -3.090 -0.156
C -3.885 2.559 0.010
C -0.968 -3.548 1.786
C -1.176 6.789 0.118
C -1.285 -4.482 2.810
C -0.464 -5.568 2.800
C 0.361 -3.838 -1.470
C 1.656 4.662 -1.018
C -5.536 -1.325 -0.160
C 4.154 -2.387 1.128
C 5.050 0.525 -0.940
H -1.120 -6.081 -3.471
H -0.738 7.778 0.063
H 1.555 2.495 -1.125
H -0.483 -6.415 3.465
H 0.021 -4.246 -4.955
H 2.687 4.710 -1.339
H -3.990 5.157 1.069
H -3.588 -2.058 0.327
H -0.772 -5.573 -0.912
H -3.046 7.441 0.882
H 4.778 -1.911 1.869
H 1.403 6.769 -0.769
H -5.976 -2.310 -0.257
H -4.553 3.332 -0.408
H -2.085 -4.348 3.523
H 2.140 -1.876 1.900
H 5.678 -3.168 -0.246
H -1.469 -2.612 1.595
H -6.374 1.936 -0.568
```

***

[3]
Entry from the OMol25 dataset: a structure of composition C35H19CrF15GeN2O4S3 (the ωB97M-V functional and the def2-TZVPD basis).

As for the HOMO-LUMO gap (spin up / spin down): 6.99 / 7.70 eV. The net charge is 0. Its electronic energy is -205979.993 eV. For the HOMO energy (spin up / spin down), the calculation gives -7.684 / -8.422 eV. The relative energy (zero: lowest compared OMol25 entry of this formula, charge and spin) is 0.038 eV. The lowest unoccupied orbital energy (spin up / spin down) comes out at -0.026 / -0.027 Eh. Its multiplicity is 5. The calculation puts the maximum force at 0.01037 Eh/bohr.

Structure (XYZ):
```
80
C35H19CrF15GeN2O4S3 (the ωB97M-V functional and the def2-TZVPD basis)
Ge -0.512 2.628 -0.426
Cr 0.713 -0.725 0.099
S 0.764 1.545 0.905
S 3.263 -2.251 -0.589
S 3.090 -0.763 7.189
F -1.102 4.783 -5.176
F 1.072 3.551 -6.253
F 1.944 1.449 -2.178
F -5.818 1.706 -0.285
F 0.169 7.868 0.380
F -3.700 3.251 0.213
F 0.402 5.668 -1.109
F -2.183 5.442 3.653
F -1.743 4.361 -2.600
F -3.053 -1.456 -2.407
F 2.581 1.883 -4.726
F -1.117 7.781 2.770
F -5.519 -0.672 -1.561
F -1.963 3.224 2.167
F -0.918 0.101 -1.949
O -3.757 -2.232 0.499
O 2.685 -0.834 -0.535
O 0.188 -2.560 -0.790
O -1.218 -1.395 0.414
N 1.388 -1.576 2.186
N 0.545 -1.412 7.118
C 1.522 2.503 -4.195
C -3.485 2.084 -0.407
C -1.018 6.682 2.027
C -3.202 -0.306 -1.749
C -1.966 -3.514 -0.427
C -2.211 1.691 -0.774
C -3.308 -3.390 -0.044
C 1.583 -1.346 4.957
C 0.755 3.349 -4.977
C 0.097 2.926 -2.277
C -4.179 -4.460 -0.242
C 4.495 -1.795 -2.880
C -0.962 -2.434 -0.257
C 1.178 2.300 -2.868
C -4.456 0.097 -1.326
C -0.654 3.750 -3.096
C -1.446 4.360 1.684
C -0.365 6.724 0.808
C 1.692 -1.172 6.450
C -1.563 5.489 2.473
C 3.334 -2.622 -2.346
C -2.119 0.504 -1.475
C 2.388 -0.899 2.757
C -4.604 1.306 -0.667
C -0.270 5.568 0.049
C -0.351 3.979 -4.425
C 5.639 -2.056 -1.901
C -3.733 -5.638 -0.810
C 2.534 -0.767 4.124
C 0.497 -2.159 2.988
C 0.550 -2.069 4.367
C -0.818 4.364 0.448
C 5.051 -1.945 -0.487
C -2.407 -5.772 -1.201
C -1.545 -4.710 -1.010
H -5.218 -4.353 0.050
H 3.354 -0.204 4.543
H 6.036 -3.061 -2.058
H 4.217 -0.739 -2.877
H 3.514 -3.696 -2.435
H -0.197 -2.595 4.943
H 3.085 -0.419 2.080
H -4.708 -2.310 0.642
H 5.102 -0.930 -0.093
H 4.749 -2.075 -3.901
H -4.429 -6.454 -0.952
H 5.489 -2.631 0.235
H -2.054 -6.690 -1.650
H 0.546 -1.221 8.107
H 2.348 -2.388 -2.745
H -0.301 -2.711 2.507
H -0.342 -1.378 6.644
H 6.461 -1.354 -2.028
H -0.509 -4.775 -1.311
```

***

[4]
Entry from the OMol25 dataset: a structure of composition C35H21BrF6N7O5S2Ta in a non-equilibrium geometry (the ωB97M-V functional and the def2-TZVPD basis).

As for the HOMO-LUMO gap: 6.29 eV. The net charge is +2. Its electronic energy is -166861.951 eV. For the HOMO energy, the calculation gives -12.992 eV. The relative energy (zero: lowest compared OMol25 entry of this formula, charge and spin) is 1.183 eV. The lowest unoccupied orbital energy comes out at -0.246 Eh. The calculation puts the maximum force at 0.03297 Eh/bohr.

Structure (XYZ):
```
78
C35H21BrF6N7O5S2Ta (the ωB97M-V functional and the def2-TZVPD basis)
Ta -0.235 -0.338 -1.587
Br -2.173 4.328 5.213
S -0.283 -0.048 -4.438
S -2.815 -0.444 -3.909
F 0.792 -1.094 -6.573
F -1.925 -2.831 -3.207
F -3.913 -2.322 -2.513
F 0.540 1.061 -6.609
F -3.587 -2.831 -4.595
F 2.088 0.169 -5.380
O -0.166 1.182 -3.668
O -1.569 -1.231 -0.612
O -2.247 0.120 -2.660
O 0.222 -1.131 -3.495
O -4.066 0.030 -4.346
N -0.648 1.616 -0.768
N -1.695 -2.524 4.791
N 1.590 0.582 -1.495
N -1.660 -0.410 -5.029
N 0.309 -0.451 0.824
N -1.689 -1.704 5.713
N 1.184 -1.938 -1.204
C 2.756 -0.176 -1.340
C 5.102 -0.698 -1.077
C 2.464 2.865 -2.080
C 0.324 2.527 -1.081
C 0.544 -0.997 3.558
C -1.731 -2.116 3.413
C 1.549 1.990 -1.553
C -2.777 0.282 4.618
C 0.857 -3.211 -1.047
C 0.085 3.907 -1.020
C -3.081 -2.248 -3.536
C -2.063 2.452 5.357
C -1.883 -0.299 5.515
C 1.088 4.783 -1.501
C -1.721 -1.577 0.701
C 2.228 4.260 -2.039
C -1.140 0.501 6.378
C 0.884 0.020 -5.891
C 1.368 -0.062 1.503
C -0.614 -1.416 2.865
C -2.768 -2.279 1.219
C -1.818 2.031 -0.301
C 4.058 0.247 -1.219
C 3.152 -3.862 -0.938
C -0.651 -1.135 1.495
C -1.204 1.881 6.285
C -1.155 4.318 -0.489
C 1.827 -4.210 -0.912
C 3.529 -2.509 -1.081
C -2.745 -2.561 2.605
C 4.864 -2.041 -1.029
C 1.524 -0.328 2.875
C 2.500 -1.566 -1.222
C -2.091 3.387 -0.110
C -2.871 1.661 4.550
H -3.439 -0.319 4.013
H 6.116 -0.330 -1.005
H 0.929 5.852 -1.457
H -3.584 2.127 3.883
H 0.658 -1.213 4.612
H 4.310 1.295 -1.223
H 2.982 4.919 -2.447
H -3.554 -3.128 3.045
H -2.563 1.272 -0.097
H -3.049 3.681 0.292
H 3.369 2.507 -2.548
H 3.920 -4.619 -0.838
H -0.510 0.024 7.118
H 2.423 0.007 3.372
H -3.583 -2.619 0.596
H -0.199 -3.452 -1.033
H -0.615 2.505 6.941
H 1.512 -5.236 -0.791
H 5.674 -2.750 -0.925
H 2.125 0.491 0.963
H -1.368 5.376 -0.392
```